(1)
Here is a molecular structure, C28H56As3Eu at a distorted geometry from the Open Molecules 2025 dataset. Energies are from wB97M-V/def2-TZVPD.

Values from the calculation:
Electronic energy: -231779.8806 eV
Net charge: +1
Maximum force: 0.058 hartree/bohr
Spin multiplicity: 8

```
88
C28H56As3Eu wB97M-V/def2-TZVPD
Eu -0.237 -0.935 0.322
C 2.556 -2.453 0.477
C 1.668 -3.536 0.660
C 0.847 -3.126 1.861
C 1.519 -1.979 2.400
C 2.435 -1.477 1.492
C 3.231 -0.205 1.622
C 4.117 -0.001 0.348
C 2.327 1.019 1.835
C 4.179 -0.366 2.786
C -0.424 -3.754 2.320
C -0.897 -3.154 3.671
C -0.281 -5.281 2.594
C -1.511 -3.339 1.303
C 1.725 -4.795 -0.264
C 2.488 -5.876 0.523
C 0.337 -5.249 -0.821
C 2.629 -4.455 -1.450
H 3.161 -2.283 -0.417
H 1.240 -1.411 3.296
H 3.543 -0.109 -0.580
H 4.923 -0.728 0.379
H 4.628 0.984 0.375
H 1.757 1.340 0.932
H 2.938 1.889 2.096
H 1.650 0.842 2.678
H 4.758 -1.288 2.697
H 3.546 -0.519 3.753
H 4.859 0.510 2.974
H -0.255 -3.455 4.504
H -1.895 -3.517 3.939
H -0.986 -2.059 3.697
H 0.649 -5.482 3.195
H -0.190 -5.898 1.686
H -1.206 -5.593 3.126
H -1.803 -2.270 1.460
H -2.408 -3.904 1.473
H -1.184 -3.481 0.293
H 1.871 -6.386 1.263
H 3.299 -5.394 1.013
H 2.871 -6.618 -0.214
H -0.366 -5.658 -0.060
H 0.495 -6.047 -1.505
H -0.178 -4.433 -1.398
H 3.695 -4.422 -1.173
H 2.317 -3.476 -1.894
H 2.558 -5.257 -2.209
C -1.568 0.953 -3.773
As -0.548 1.043 -2.093
C 1.264 0.291 -2.563
C -0.043 2.938 -1.873
C -1.134 3.868 -1.300
C -0.442 5.249 -1.136
C -1.569 3.322 0.040
As -2.296 1.490 0.115
C -4.269 1.790 0.280
C -1.787 0.909 1.967
C -2.299 3.970 -2.315
As -3.869 5.301 -2.340
C -3.499 6.478 -0.748
C -3.124 6.478 -3.758
H -1.231 1.811 -4.354
H -2.661 0.961 -3.539
H -1.250 0.000 -4.214
H 1.513 0.629 -3.562
H 1.257 -0.822 -2.504
H 1.984 0.733 -1.845
H 0.353 3.303 -2.808
H 0.847 2.963 -1.158
H 0.535 5.093 -0.677
H -0.989 5.941 -0.463
H -0.241 5.685 -2.122
H -2.302 3.992 0.544
H -0.616 3.337 0.620
H -4.745 1.106 -0.404
H -4.473 2.799 -0.114
H -4.555 1.686 1.313
H -1.379 1.823 2.471
H -0.985 0.117 2.078
H -2.621 0.428 2.473
H -2.906 3.075 -2.228
H -1.863 4.053 -3.311
H -3.200 5.875 0.117
H -4.440 7.082 -0.576
H -2.777 7.224 -1.109
H -3.591 6.256 -4.686
H -2.061 6.344 -3.917
H -3.411 7.511 -3.588
```

***

(2)
Here is a molecular structure, C28H56F2N3O25S2Zn at a distorted geometry from the Open Molecules 2025 dataset. Energies are from wB97M-V/def2-TZVPD.

Values from the calculation:
Electronic energy: -161101.2883 eV
Net charge: +1
Maximum force: 0.171 hartree/bohr

```
117
C28H56F2N3O25S2Zn wB97M-V/def2-TZVPD
Zn -0.843 4.756 -1.291
N -1.598 0.828 -1.667
S -2.587 -0.136 -1.023
O -2.173 -1.411 -0.462
O -3.881 -0.146 -1.646
F -2.745 0.727 0.313
S -1.083 -0.365 -2.784
O -2.072 -1.052 -3.581
O 0.233 -0.962 -2.538
F -0.779 0.754 -3.899
C -0.271 3.805 11.504
O 0.475 4.320 10.428
C 1.389 3.336 9.950
C 0.925 2.513 8.703
O -0.220 1.758 8.846
C -0.611 0.998 7.683
C -1.876 0.136 7.912
O -3.008 0.969 8.245
C -4.203 0.294 8.539
H -0.907 4.623 11.842
H 0.334 3.511 12.361
H -0.790 2.911 11.160
H 1.742 2.674 10.742
H 2.298 3.886 9.709
H 1.734 1.949 8.239
H 0.754 3.227 7.898
H 0.252 0.433 7.330
H -0.919 1.610 6.835
H -1.729 -0.621 8.682
H -2.035 -0.500 7.041
H -5.059 0.948 8.709
H -4.164 -0.330 9.432
H -4.503 -0.385 7.741
C -7.944 4.895 1.157
O -8.028 5.955 0.202
C -7.032 6.025 -0.752
O -5.961 5.485 -0.793
O -7.519 6.797 -1.831
C -8.869 6.870 -2.219
H -8.825 5.037 1.782
H -7.057 5.048 1.772
H -7.947 3.858 0.820
H -9.176 7.813 -2.672
H -9.593 6.753 -1.413
H -9.018 6.024 -2.890
C 4.958 -7.444 -3.092
O 5.359 -8.435 -2.153
C 6.258 -8.178 -1.190
O 6.979 -7.185 -1.115
O 6.276 -9.132 -0.400
C 6.992 -9.105 0.849
H 4.163 -6.768 -2.777
H 4.846 -7.900 -4.076
H 5.708 -6.687 -3.319
H 6.721 -9.971 1.453
H 6.787 -8.190 1.406
H 8.068 -9.270 0.803
C 4.847 4.504 -9.814
O 5.493 4.060 -10.935
C 4.792 4.022 -12.063
O 3.603 4.142 -12.176
O 5.609 3.898 -13.147
C 7.029 3.638 -13.100
H 4.033 3.807 -9.614
H 4.522 5.544 -9.803
H 5.615 4.346 -9.056
H 7.573 4.531 -12.792
H 7.202 3.413 -14.153
H 7.396 2.750 -12.586
C -0.188 8.508 -6.357
O -1.000 7.724 -7.205
C -1.701 6.699 -6.569
O -1.637 6.428 -5.359
O -2.435 6.057 -7.513
C -3.483 5.249 -7.041
H -0.848 9.148 -5.771
H 0.506 9.183 -6.856
H 0.302 7.933 -5.571
H -4.041 5.070 -7.960
H -4.083 5.830 -6.341
H -3.194 4.316 -6.556
C 5.080 -0.245 1.970
O 5.878 -1.105 2.751
C 7.134 -1.176 2.513
O 7.801 -0.376 1.839
O 7.600 -2.346 3.118
C 8.929 -2.773 2.684
H 5.380 0.784 2.168
H 4.062 -0.459 2.296
H 5.282 -0.308 0.901
H 9.636 -1.966 2.878
H 8.885 -3.076 1.638
H 9.315 -3.664 3.181
C 3.179 -6.230 5.848
O 3.025 -6.696 4.528
C 1.818 -6.432 3.855
O 0.797 -5.913 4.328
O 1.952 -6.900 2.587
C 0.860 -6.705 1.718
H 4.129 -6.602 6.233
H 2.339 -6.691 6.367
H 3.178 -5.142 5.910
H -0.041 -6.337 2.209
H 0.531 -7.592 1.178
H 1.042 -6.077 0.846
C -7.494 -3.178 -5.487
C -8.491 -3.249 -6.564
N -9.301 -3.256 -7.419
H -7.897 -3.482 -4.521
H -7.227 -2.122 -5.428
H -6.708 -3.827 -5.873
C -7.254 -5.929 1.188
C -7.959 -5.682 2.410
N -8.523 -5.473 3.382
H -6.374 -6.533 1.413
H -6.872 -4.989 0.792
H -7.828 -6.404 0.393
```

***

(3)
Here is 7 unconnected molecules or ions with the total composition C28H56O21 at a distorted geometry from the Open Molecules 2025 dataset. Energies are from wB97M-V/def2-TZVPD.

Values from the calculation:
Energy above the lowest of the compared OMol25 structures with the same formula, charge and spin: 110.4 kcal/mol
Maximum force: 0.166 hartree/bohr
SMILES: CCOC(=O)OC.CCOC(=O)OC.CCOC(=O)OC.CCOC(=O)OC.CCOC(=O)OC.CCOC(=O)OC.CCOC(=O)OC

```
105
C28H56O21 wB97M-V/def2-TZVPD
C -6.421 2.006 3.224
C -6.102 2.968 4.362
O -5.280 3.954 3.764
C -4.987 5.064 4.434
O -5.341 5.344 5.615
O -4.227 5.824 3.593
C -3.568 6.935 4.065
H -6.901 2.513 2.387
H -7.076 1.235 3.630
H -5.556 1.492 2.806
H -5.535 2.522 5.178
H -7.040 3.349 4.766
H -2.881 6.690 4.875
H -4.317 7.678 4.340
H -3.011 7.291 3.198
C 2.621 3.605 7.457
C 3.157 4.563 8.543
O 3.752 3.821 9.560
C 3.887 4.331 10.831
O 3.608 5.494 11.143
O 4.201 3.300 11.619
C 4.058 3.412 13.033
H 3.542 3.138 7.108
H 2.186 4.170 6.634
H 1.920 2.850 7.815
H 2.405 5.307 8.808
H 3.995 5.080 8.077
H 3.110 3.865 13.323
H 4.900 3.869 13.553
H 4.093 2.351 13.279
C 2.087 -11.493 -2.586
C 1.962 -12.981 -2.901
O 2.107 -13.197 -4.294
C 0.975 -13.134 -5.095
O -0.191 -12.845 -4.819
O 1.353 -13.560 -6.318
C 0.403 -13.705 -7.327
H 1.326 -10.940 -3.137
H 3.064 -11.151 -2.929
H 1.835 -11.403 -1.529
H 0.965 -13.320 -2.623
H 2.740 -13.545 -2.386
H -0.290 -12.876 -7.475
H -0.145 -14.646 -7.373
H 0.958 -13.751 -8.264
C -6.240 -0.801 -4.436
C -6.545 -0.380 -2.975
O -7.782 0.306 -2.902
C -9.006 -0.242 -2.774
O -9.085 -1.515 -2.778
O -9.890 0.638 -2.886
C -11.228 0.323 -3.180
H -5.367 -1.449 -4.516
H -6.052 0.052 -5.089
H -6.971 -1.501 -4.840
H -5.797 0.270 -2.521
H -6.499 -1.281 -2.363
H -11.657 0.126 -2.198
H -11.260 -0.486 -3.910
H -11.682 1.190 -3.660
C 5.520 2.852 0.700
C 6.079 4.196 0.239
O 6.801 4.789 1.367
C 6.288 5.807 2.175
O 5.136 6.316 2.066
O 7.218 6.220 3.150
C 8.570 5.766 3.102
H 4.862 2.382 -0.032
H 4.883 2.989 1.574
H 6.292 2.125 0.950
H 5.321 4.923 -0.050
H 6.676 4.087 -0.667
H 8.981 6.165 2.174
H 8.519 4.678 3.069
H 9.113 6.061 4.000
C 2.205 4.074 -7.122
C 1.814 3.098 -5.866
O 2.059 1.694 -6.009
C 3.289 1.187 -6.151
O 4.324 1.846 -5.998
O 3.165 -0.129 -6.377
C 4.284 -0.983 -6.496
H 1.657 4.125 -8.063
H 3.249 3.822 -7.307
H 2.127 5.110 -6.793
H 0.729 3.121 -5.766
H 2.373 3.425 -4.989
H 4.693 -1.192 -5.507
H 5.083 -0.519 -7.073
H 3.912 -1.892 -6.968
C -0.922 0.749 -0.501
C -1.036 -0.536 0.303
O -1.439 -1.611 -0.507
C -0.718 -2.104 -1.441
O 0.370 -1.654 -1.815
O -1.418 -3.110 -1.946
C -0.804 -4.003 -2.811
H -0.698 0.607 -1.559
H -0.130 1.361 -0.068
H -1.882 1.243 -0.352
H -1.788 -0.366 1.073
H -0.098 -0.911 0.712
H -0.217 -3.441 -3.537
H -1.589 -4.367 -3.474
H -0.133 -4.727 -2.349
```

***

Which of these has the highest maximum force?
C28H56F2N3O25S2Zn

***

Which of these has the lowest maximum force?
C28H56As3Eu

***

What is the maximum force in the first record?
0.058 hartree/bohr